1.
DFT (ωB97M-V/def2-TZVPD) results for a single C4H4S molecule in a non-equilibrium geometry.

```
9
Properties=species:S:1:pos:R:3:forces:R:3:mulliken_charge:R:1
C 1.319 -0.006 -0.530 0.267 -1.228 -0.353 -0.8822
C -0.012 0.016 0.019 -3.581 1.075 0.175 0.4528
C -0.800 0.256 1.088 -0.055 -0.057 -1.528 -0.1590
C -1.476 -0.024 -0.109 -1.636 -2.424 -0.553 -0.3636
S -3.075 -0.670 -0.783 3.880 1.863 1.294 -0.2999
H 1.381 -0.690 -1.405 0.173 0.778 0.520 0.2700
H 1.898 -0.366 0.295 0.919 -0.580 0.283 0.3224
H 1.701 0.988 -0.685 -0.090 0.450 -0.558 0.3018
H -0.935 0.496 2.111 0.123 0.123 0.720 0.3578
```
Positions in Å, forces in eV/Å.

Computed properties:
Frontier orbital gap, eV: 8.375
LUMO level, Eh: 0.0188
ΔE to the lowest compared entry with this formula, charge and spin, kJ/mol: 298.9
Max |F|, eV/A: 4.49
E_HOMO, eV: -7.86


2.
DFT (ωB97M-V/def2-TZVPD) results for 15 unconnected molecules or ions with the total composition C22H13Cl56FNO2 in a non-equilibrium geometry.

```
95
Properties=species:S:1:pos:R:3:forces:R:3:mulliken_charge:R:1
C -3.688 -3.091 0.216 0.318 1.121 0.582 -0.5818
C -4.162 -1.826 -0.688 1.116 -0.841 -0.226 1.1106
C -3.148 -0.589 -0.467 -0.771 0.612 -0.866 -0.0504
C -3.660 0.496 0.595 -0.021 0.280 0.692 1.2240
C -4.010 -0.130 2.052 1.080 -0.016 0.458 -1.0337
C -2.679 1.757 0.730 0.808 -1.576 1.235 -1.1749
C -1.164 1.316 0.892 0.336 2.985 -3.078 -0.0953
O -0.304 1.872 0.121 -1.768 -2.543 3.162 -0.3797
N -0.649 0.344 1.896 1.419 -0.572 -1.390 0.6924
C 0.402 -0.527 1.365 -0.399 -2.886 -2.080 -0.0399
O 0.224 -1.468 0.562 0.972 3.810 3.348 -0.3238
F 1.757 -0.346 1.827 -3.135 0.278 -0.618 -0.1024
H -2.726 -2.740 0.742 -1.347 -0.756 -0.700 0.0598
H -4.438 -3.313 1.052 0.965 -0.031 -1.289 0.0776
H -3.400 -4.001 -0.398 -0.703 1.027 0.782 0.2587
H -4.063 -2.183 -1.778 -0.237 0.694 1.547 -0.5404
H -5.257 -1.549 -0.520 1.797 -0.395 -0.206 -0.2172
H -2.075 -0.951 -0.259 -1.685 0.400 -0.165 -0.2260
H -3.099 -0.051 -1.487 0.086 -0.538 1.559 0.0837
H -4.660 0.914 0.193 1.390 -0.596 0.430 0.0015
H -5.103 -0.047 2.348 1.365 -0.364 -0.391 0.1657
H -3.418 0.501 2.811 -1.005 -0.873 -0.957 0.3075
H -3.605 -1.202 2.185 -0.960 1.345 -0.219 0.0771
H -2.926 2.306 1.720 0.232 -0.646 -1.314 0.1023
H -1.392 -0.200 2.349 0.413 0.190 -0.498 0.1568
C 1.381 5.148 -0.717 -0.171 -0.399 0.095 -0.0320
Cl 2.629 6.382 -1.007 -0.053 -0.056 0.020 -0.1341
Cl 1.752 4.273 0.780 -0.010 0.700 -0.727 0.0579
Cl -0.204 5.927 -0.563 0.374 -0.299 0.289 -0.0396
Cl 1.343 4.014 -2.079 -0.099 0.477 0.343 0.1560
C -4.319 4.259 -2.304 0.485 -0.311 0.137 0.0379
Cl -4.978 5.215 -0.959 0.060 -0.101 -0.191 -0.1061
Cl -2.556 4.173 -2.160 -0.522 -0.196 -0.068 0.1384
Cl -4.996 2.618 -2.255 0.018 0.246 0.013 -0.0122
Cl -4.754 5.031 -3.847 -0.055 -0.049 0.073 -0.1080
C -1.474 8.619 -3.195 0.024 -0.164 0.145 0.2066
Cl 0.204 8.347 -2.682 -0.300 0.261 -0.305 -0.0609
Cl -2.540 7.450 -2.389 0.213 0.505 -0.237 -0.0004
Cl -1.966 10.270 -2.757 0.062 -0.159 -0.072 -0.1117
Cl -1.594 8.412 -4.955 0.004 0.024 0.217 -0.1086
C -8.063 -1.667 1.716 0.151 0.126 -0.093 0.2592
Cl -7.131 -0.568 0.681 -0.551 -0.143 0.303 -0.0181
Cl -9.469 -0.807 2.381 0.147 -0.126 -0.064 -0.1149
Cl -8.619 -3.055 0.755 0.063 0.162 0.126 -0.1091
Cl -7.038 -2.242 3.046 -0.189 0.067 -0.215 -0.0857
C 1.010 -4.868 -0.766 -0.125 0.197 -0.145 0.2257
Cl 1.912 -6.203 -1.514 -0.223 0.219 -0.073 -0.0927
Cl 1.830 -4.354 0.716 0.005 -0.134 -0.061 -0.0646
Cl 0.929 -3.503 -1.894 0.010 -0.244 0.146 -0.0645
Cl -0.634 -5.412 -0.370 0.259 0.079 -0.056 -0.0927
C 5.478 -1.214 3.077 -0.071 -0.052 -0.325 0.1527
Cl 4.198 -2.135 2.255 0.357 0.206 0.219 0.0217
Cl 5.618 0.392 2.337 -0.060 -0.331 0.265 -0.0773
Cl 5.073 -1.041 4.798 0.564 -0.132 -0.187 -0.1239
Cl 7.023 -2.077 2.922 -0.186 0.399 -0.399 -0.0505
C -5.247 -2.156 -4.911 0.069 0.134 0.149 0.2534
Cl -6.804 -2.813 -4.362 0.212 0.076 -0.071 -0.1041
Cl -3.941 -3.272 -4.460 -0.204 0.157 -0.103 -0.1049
Cl -5.276 -1.963 -6.677 -0.008 -0.040 0.207 -0.1264
Cl -4.970 -0.577 -4.149 -0.034 -0.285 -0.169 0.0252
C 0.732 3.549 -6.428 -0.082 0.036 0.098 0.2541
Cl 1.978 4.783 -6.714 -0.164 -0.171 0.043 -0.1209
Cl 1.111 2.661 -4.939 -0.104 0.004 -0.417 -0.0064
Cl -0.852 4.333 -6.260 0.272 -0.129 0.012 -0.0618
Cl 0.692 2.418 -7.798 0.019 0.148 0.178 -0.1170
C 0.727 0.330 5.577 -0.041 0.133 -0.241 0.0760
Cl 0.741 1.793 4.576 0.036 -0.483 0.451 0.1260
Cl 2.267 -0.523 5.395 -0.545 0.223 0.075 -0.0113
Cl 0.490 0.782 7.280 0.006 -0.068 -0.145 -0.1268
Cl -0.594 -0.737 5.059 0.076 0.067 0.172 -0.0952
C 8.322 -4.971 5.340 -0.200 0.062 0.043 0.3101
Cl 7.680 -6.503 4.712 0.107 0.226 0.078 -0.0806
Cl 7.000 -3.800 5.510 0.289 -0.532 0.383 -0.0102
Cl 9.076 -5.250 6.925 -0.066 0.025 -0.222 -0.1115
Cl 9.537 -4.332 4.212 -0.146 -0.088 0.145 -0.1132
C 1.267 5.717 4.404 -0.117 -0.174 -0.077 0.2342
Cl 0.434 4.550 3.361 -0.245 0.583 0.723 0.0082
Cl 0.738 7.362 3.992 0.084 -0.233 0.046 -0.1092
Cl 0.878 5.378 6.105 0.077 0.061 -0.188 -0.1019
Cl 3.022 5.582 4.161 -0.233 0.016 0.037 -0.1024
C 3.971 0.897 -1.278 -0.214 -0.021 0.315 -0.0809
Cl 3.331 1.870 0.059 0.385 -0.416 -0.621 0.1907
Cl 5.740 0.771 -1.139 -0.125 0.009 -0.159 -0.1027
Cl 3.246 -0.714 -1.202 0.027 0.123 0.082 0.1220
Cl 3.559 1.664 -2.827 0.199 0.441 0.620 -0.0671
C 5.248 -1.545 -4.724 -0.202 0.006 0.057 0.2316
Cl 6.511 -0.328 -5.009 -0.174 -0.155 0.045 -0.1027
Cl 5.613 -2.437 -3.233 -0.029 0.114 -0.287 -0.0546
Cl 3.675 -0.738 -4.566 0.438 -0.784 -0.556 0.0012
Cl 5.199 -2.678 -6.093 0.049 0.116 0.138 -0.1141
C 4.404 -9.147 0.605 -0.064 0.181 0.070 0.2634
Cl 3.185 -10.300 1.188 0.186 0.152 -0.091 -0.0997
Cl 5.911 -9.366 1.520 -0.180 -0.003 -0.130 -0.1010
Cl 4.713 -9.433 -1.121 -0.042 0.034 0.237 -0.1082
Cl 3.808 -7.491 0.832 0.239 -0.425 0.103 0.0382
```
Positions in Å, forces in eV/Å.

Computed properties:
Total charge: -1
Frontier orbital gap, eV: 4.358
LUMO level, Eh: 0.0478
Max |F|, eV/A: 5.16
E_HOMO, eV: -3.06


3.
DFT (ωB97M-V/def2-TZVPD) results for a single C21H35NO6 molecule.

```
63
Properties=species:S:1:pos:R:3:forces:R:3:mulliken_charge:R:1
C 2.677 -3.189 4.198 0.065 -0.006 0.138 -0.4272
C 1.812 -3.305 3.122 -0.077 -0.035 -0.098 -0.6044
C 1.856 -2.381 2.095 0.082 -0.004 0.030 -0.1182
C 2.760 -1.324 2.134 0.244 -0.046 0.046 0.3147
C 2.767 -0.314 1.014 -0.143 -0.018 0.006 -1.0933
N 1.463 0.313 0.890 0.244 0.101 -0.215 0.7534
C 1.087 0.697 -0.447 0.160 0.305 -0.302 -1.1366
C 1.855 1.871 -1.086 -0.062 -0.207 0.227 -0.5840
O 1.445 1.931 -2.435 -0.026 -0.108 0.022 -0.2390
C 1.643 3.177 -3.062 -0.051 0.076 -0.391 -0.6032
C 1.142 3.113 -4.511 0.271 0.137 0.356 -0.5837
O -0.239 3.349 -4.670 -0.092 0.115 0.258 -0.3902
C -1.076 2.223 -4.793 -0.293 -0.337 0.058 -0.8051
C -1.472 1.593 -3.452 0.231 0.146 0.012 0.8750
O -2.161 0.387 -3.726 -0.169 0.132 -0.249 -0.4079
C -2.291 -0.479 -2.624 -0.124 -0.140 0.240 -0.1544
C -3.461 -0.103 -1.693 0.154 0.154 -0.317 -0.4945
O -3.336 -0.623 -0.391 0.051 -0.071 0.116 -0.2252
C -3.408 -2.031 -0.299 -0.086 -0.127 0.326 -0.4576
C -3.507 -2.459 1.173 -0.033 -0.059 -0.468 -0.7434
O -2.257 -2.624 1.804 0.167 -0.011 -0.212 -0.4110
C -1.851 -1.600 2.686 0.193 0.383 0.196 -0.7397
C -1.445 -0.304 1.968 -0.342 -0.267 -0.106 0.5380
O -1.002 0.688 2.876 -0.171 -0.006 0.098 -0.5195
C 0.388 0.714 3.110 0.233 0.286 -0.047 -0.4513
C 1.184 1.296 1.924 -0.270 -0.278 0.491 -0.8918
C 3.624 -1.217 3.213 -0.038 0.037 -0.168 -0.3470
C 3.585 -2.146 4.240 0.017 -0.080 0.150 -0.6732
H 2.644 -3.911 5.001 -0.005 -0.055 0.063 0.3948
H 1.100 -4.116 3.083 -0.062 -0.076 -0.007 0.4478
H 1.176 -2.465 1.261 -0.129 0.005 -0.113 0.3083
H 2.983 -0.834 0.076 0.033 0.067 -0.002 0.4527
H 3.568 0.424 1.188 -0.012 -0.088 -0.046 0.3614
H 0.025 0.959 -0.440 -0.010 -0.057 -0.079 0.3384
H 1.216 -0.170 -1.102 -0.079 0.028 -0.029 0.4129
H 2.943 1.710 -1.028 -0.071 0.040 0.027 0.2989
H 1.619 2.811 -0.570 0.035 -0.046 -0.021 0.3972
H 1.100 3.968 -2.525 0.066 -0.024 -0.051 0.3767
H 2.715 3.427 -3.066 -0.075 0.006 -0.023 0.4100
H 1.642 3.909 -5.073 0.027 -0.130 0.048 0.3891
H 1.423 2.142 -4.936 0.027 0.042 -0.032 0.3221
H -0.601 1.449 -5.410 -0.029 0.048 0.017 0.3745
H -1.972 2.578 -5.309 0.063 -0.118 -0.010 0.2564
H -0.564 1.384 -2.876 -0.206 0.042 -0.061 -0.4276
H -2.100 2.294 -2.886 0.063 -0.020 -0.015 0.1407
H -1.364 -0.493 -2.033 -0.047 -0.038 -0.015 0.0656
H -2.454 -1.472 -3.054 0.087 0.038 0.118 0.3229
H -4.411 -0.419 -2.147 0.048 0.059 0.039 0.3047
H -3.481 0.981 -1.559 -0.036 -0.052 -0.122 0.2817
H -4.300 -2.386 -0.837 0.033 -0.005 0.025 0.4678
H -2.520 -2.500 -0.741 -0.063 -0.045 0.011 0.2879
H -3.991 -3.443 1.202 -0.031 0.139 -0.013 0.4433
H -4.130 -1.739 1.714 -0.043 -0.020 -0.004 0.3118
H -0.990 -2.014 3.219 -0.076 0.107 0.062 0.2569
H -2.643 -1.379 3.415 0.069 -0.026 -0.026 0.3592
H -0.670 -0.536 1.234 -0.104 -0.017 -0.045 -0.1898
H -2.312 0.114 1.452 0.182 -0.089 0.036 0.3363
H 0.766 -0.281 3.366 -0.002 0.078 0.033 0.0699
H 0.510 1.372 3.974 0.080 -0.075 -0.011 0.4204
H 2.117 1.728 2.313 -0.003 0.057 -0.033 0.4307
H 0.584 2.108 1.507 0.030 0.046 0.023 0.4306
H 4.331 -0.401 3.254 0.056 0.101 -0.015 0.3687
H 4.263 -2.051 5.075 0.045 0.004 0.073 0.3973
```
Positions in Å, forces in eV/Å.

Computed properties:
Frontier orbital gap, eV: 9.100
LUMO level, Eh: 0.0290
ΔE to the lowest compared entry with this formula, charge and spin, kJ/mol: 305.3
Max |F|, eV/A: 0.63
E_HOMO, eV: -8.31


Look up the E_HOMO of the third one. -8.31 eV